Density functional theory data (ωB97M-V with the def2-TZVPD basis set) for a 7-piece molecular cluster, C20H38Cl12I2NO2 overall.

Each line ends with the Mulliken charge.
Cartesian coordinates (Å):
C 5.2302 -1.1765 0.4568  -1.019
C 4.7628 0.3228 0.5449  -0.192
I 6.5474 1.4160 1.2313  -0.072
C 3.6470 0.5684 1.6178  -1.582
C 2.2505 0.9604 1.0296  1.496
N 1.3330 1.3086 2.1372  -0.468
C 1.6071 -0.0816 0.0786  -0.147
C 1.6402 -1.5699 0.5667  -0.287
C 0.3072 -2.0755 1.2197  -0.944
I 1.9781 -2.7843 -1.2378  0.040
C 2.4661 2.3204 0.2373  -0.167
O 2.2407 3.4083 0.7998  -0.726
O 2.8386 2.3069 -0.9772  -0.714
H 5.7952 -1.5052 1.3502  0.397
H 5.8663 -1.2459 -0.4563  0.355
H 4.3838 -1.8747 0.2932  0.063
H 4.4833 0.6355 -0.4810  0.459
H 3.9556 1.3895 2.3029  0.780
H 3.5994 -0.3438 2.2625  0.212
H 1.8698 1.7655 2.8615  0.112
H 0.8311 0.4892 2.4732  0.240
H 0.5360 0.2094 -0.0244  -0.189
H 2.0372 0.0100 -0.9408  0.162
H 2.4681 -1.8265 1.2490  0.242
H 0.2120 -3.1624 0.9950  0.467
H -0.6127 -1.5360 0.8790  0.116
H 0.4454 -1.9991 2.3255  0.317
Cl 0.6454 -0.9244 -4.3376  -0.130
C 1.6586 0.4738 -4.7873  -0.571
C 3.0893 0.0751 -5.0709  -0.596
Cl 3.9468 -0.4471 -3.6018  -0.096
H 1.5990 1.2067 -3.9823  0.331
H 1.2132 0.9117 -5.6814  0.391
H 3.6367 0.9298 -5.4690  0.333
H 3.1425 -0.7339 -5.7989  0.331
Cl -2.4942 -1.2483 2.3730  -0.210
C -3.2876 0.3503 2.3709  -0.329
C -3.4090 0.9210 0.9787  -0.544
Cl -1.8309 1.3728 0.2967  -0.079
H -2.7202 1.0081 3.0279  0.385
H -4.2792 0.2121 2.8017  0.219
H -4.0134 1.8291 1.0042  0.463
H -3.8829 0.2155 0.2951  0.110
Cl -6.1894 -1.7795 2.8432  -0.164
C -6.0035 -2.5910 4.4160  -0.476
C -6.5956 -1.7836 5.5463  -0.405
Cl -5.6691 -0.2958 5.8659  -0.174
H -4.9426 -2.7820 4.5726  0.302
H -6.5150 -3.5507 4.3397  0.330
H -6.5805 -2.3698 6.4652  0.289
H -7.6263 -1.5012 5.3383  0.299
Cl 3.1079 3.4615 5.1206  -0.232
C 2.6291 4.6759 3.8968  -0.165
C 1.6811 5.7061 4.4610  -0.453
Cl 0.0781 5.0192 4.8381  -0.206
H 2.1923 4.1459 3.0456  0.130
H 3.5440 5.1614 3.5588  0.311
H 1.5215 6.4967 3.7282  0.312
H 2.0746 6.1577 5.3711  0.331
Cl -2.2092 1.5153 -3.6407  -0.088
C -3.9185 1.9805 -3.8031  -0.552
C -4.6613 1.8977 -2.4900  -0.369
Cl -4.8603 0.2153 -1.9374  -0.211
H -4.3719 1.3399 -4.5584  0.304
H -3.9347 3.0070 -4.1704  0.288
H -5.6623 2.3142 -2.6050  0.378
H -4.1490 2.4523 -1.7043  0.259
Cl -0.2615 -6.2627 -3.9961  -0.186
C -0.5267 -5.1938 -5.3965  -0.371
C 0.7183 -5.0367 -6.2373  -0.501
Cl 1.9826 -4.1125 -5.3941  -0.123
H -0.8817 -4.2333 -5.0256  0.268
H -1.3203 -5.6448 -5.9928  0.304
H 0.4809 -4.4887 -7.1496  0.268
H 1.1355 -6.0023 -6.5193  0.345

- E_LUMO: 1.938 eV
- Multiplicity: 1
- Total charge: -1
- HOMO energy: -4.277 eV